(1)
94
Properties=species:S:1:pos:R:3:forces:R:3:mulliken_charge:R:1 method="wB97M-V/def2-TZVPD" gap_ha=0.093 largest_force_ev_per_a=5.3 lumo_ha=-0.2602 total_charge=+1 energy_ha=-5627.9299 multiplicity=1 homo_energy_ev=-9.6
C -2.838 0.639 -6.012 1.1 0.1 0.3 -0.934
C -1.639 0.897 -5.342 -0.8 -0.3 -0.2 -0.423
C -1.281 0.057 -4.187 0.8 -1.3 -1.4 1.684
C -1.590 -1.313 -4.212 0.2 0.4 0.6 -0.449
C -1.297 -2.156 -3.163 0.2 -0.4 0.3 0.210
C -1.625 -3.620 -3.294 -0.2 -0.2 -0.1 -1.342
C -3.137 -4.007 -3.228 0.4 0.3 -0.5 -1.086
C -4.160 -2.867 -3.158 -1.1 -0.9 0.4 0.125
C -5.420 -3.366 -2.412 0.7 -0.1 0.4 -1.535
C -0.683 -1.634 -1.999 -0.3 -0.4 -1.2 -1.313
C -0.393 -0.282 -1.985 0.3 0.4 0.6 2.393
C -0.657 0.593 -3.058 0.3 -0.5 0.2 -1.886
N -0.261 1.956 -2.981 -0.8 -0.1 -1.1 0.294
C -1.067 2.765 -2.149 0.3 1.0 0.4 -0.222
C -0.932 4.292 -2.440 0.2 -0.4 0.6 -0.036
C 0.474 4.719 -2.954 -2.0 1.1 -0.4 -1.377
S 0.414 0.441 -0.574 -0.2 -0.2 0.0 -0.208
C 1.294 -0.952 0.070 -0.2 0.2 -0.5 1.843
C 2.442 -0.711 0.833 -0.3 -0.2 -0.1 -0.343
C 2.819 0.718 1.106 -0.3 -1.6 0.5 -0.733
O 3.365 1.427 0.333 0.2 1.0 -0.3 -0.519
C 2.486 1.240 2.556 0.5 0.9 -0.3 1.053
F 2.584 0.283 3.495 0.0 -0.1 0.1 -0.198
F 3.396 2.190 2.824 0.0 0.1 0.1 -0.316
C 1.099 1.907 2.825 0.4 0.2 0.4 0.056
F 0.630 2.631 1.806 -0.1 -0.4 -0.4 -0.167
F 1.256 2.777 3.846 -0.2 0.0 0.1 -0.335
C 0.075 0.855 3.345 -1.4 0.9 0.9 0.328
F 0.299 0.674 4.697 1.3 0.8 -1.0 -0.422
F 0.167 -0.336 2.766 -0.2 0.2 -0.2 0.541
C -1.477 1.343 3.150 -0.7 1.0 0.2 0.251
O -1.926 1.501 2.078 0.2 -0.2 -1.2 -0.280
O -2.343 1.556 4.264 0.6 1.5 -1.4 -0.644
C 3.160 -1.789 1.354 -0.2 0.1 0.2 0.547
C 4.405 -1.560 2.181 -0.3 0.5 -0.1 -0.797
O 4.559 -2.526 3.185 -0.1 -0.5 -0.3 -0.268
N 3.356 -2.506 3.985 0.1 0.0 0.0 0.355
O 3.177 -3.530 4.482 0.1 0.0 0.2 -0.352
C 2.697 -3.074 1.114 -0.3 0.2 -0.1 -0.865
C 1.542 -3.307 0.370 0.2 -0.2 0.0 0.526
N 1.077 -4.627 0.189 0.4 0.5 -0.1 -0.367
C 0.822 -2.231 -0.177 0.7 -0.6 0.1 -1.725
N -0.376 -2.536 -0.924 -0.7 1.3 0.7 0.750
P -1.629 -2.724 0.284 0.5 -0.3 0.9 0.257
O -2.902 -1.983 -0.417 0.1 0.0 -0.5 -0.409
Cl -2.159 -4.718 0.156 -0.2 0.2 -0.2 -0.286
H -2.910 -0.266 -6.608 -1.1 -1.0 1.4 0.330
H -3.678 1.315 -5.931 0.5 0.9 -1.8 0.180
H -0.949 1.666 -5.684 -0.9 1.5 1.3 0.419
H -2.076 -1.712 -5.089 0.0 -0.1 0.0 0.392
H -1.234 -3.965 -4.250 0.1 0.1 -0.1 0.577
H -1.088 -4.199 -2.548 0.1 0.1 0.2 0.032
H -3.281 -4.716 -2.420 0.0 0.1 0.3 0.572
H -3.358 -4.572 -4.134 0.0 -0.1 0.0 0.329
H -3.822 -1.995 -2.613 0.4 0.2 -0.3 0.089
H -4.499 -2.624 -4.164 0.4 0.5 -0.1 0.402
H -5.995 -2.541 -1.992 -0.3 0.0 -0.3 0.353
H -5.088 -3.948 -1.551 -0.1 -0.1 0.1 0.318
H -6.031 -4.030 -3.018 -0.2 0.1 -0.1 0.402
H -0.309 2.401 -3.945 0.4 0.1 0.3 0.289
H -0.853 2.630 -1.088 -0.1 -0.3 0.1 0.582
H -2.166 2.497 -2.268 0.4 -0.3 -0.1 -1.062
H -1.702 4.605 -3.142 0.2 -0.1 -0.3 0.558
H -1.119 4.793 -1.485 -0.1 0.0 0.1 0.789
H 0.884 5.658 -2.493 1.1 -1.0 0.9 0.086
H 1.310 3.873 -2.800 0.6 0.2 -0.5 0.178
H 0.361 4.938 -4.012 0.2 -0.4 -0.3 0.812
H -3.268 1.436 3.961 0.5 0.7 -0.3 0.389
H 5.272 -1.568 1.524 0.2 -0.3 0.2 0.455
H 4.361 -0.566 2.627 0.2 0.1 0.0 0.423
H 3.221 -3.930 1.518 0.2 0.0 0.1 0.557
H 1.633 -5.264 0.744 0.0 -0.1 -0.1 0.260
H 1.169 -4.876 -0.791 -0.4 -0.2 0.0 0.199
H -3.492 -1.639 0.258 -0.1 -0.1 0.1 0.278
Li -3.700 2.967 -2.003 -0.3 0.0 -0.1 0.903
F -0.341 3.598 -5.067 -0.6 0.0 0.1 -0.774
O -0.310 -2.774 4.546 -0.7 0.3 -0.3 -0.580
H 0.199 -2.373 3.831 0.3 -0.3 0.0 0.289
H -0.370 -2.105 5.228 1.0 -0.7 0.4 0.267
B 6.046 -3.450 6.333 0.1 -0.1 0.0 0.600
F 4.931 -3.023 7.096 -0.1 0.1 0.0 -0.422
F 6.419 -2.404 5.455 -0.1 0.1 0.0 -0.393
F 7.114 -3.767 7.177 0.0 0.0 0.0 -0.373
F 5.678 -4.580 5.574 -0.1 0.0 0.0 -0.397
C 0.880 6.196 3.542 0.1 0.0 0.1 -0.713
N 0.357 7.370 2.791 0.0 0.1 0.0 0.904
O 0.536 8.465 3.261 0.0 0.0 0.0 -0.509
O -0.220 7.146 1.738 0.0 -0.2 -0.1 -0.574
H 1.363 6.554 4.444 0.0 0.1 0.0 0.349
H 0.033 5.559 3.777 0.0 0.0 -0.1 0.242
H 1.587 5.683 2.897 -0.1 0.0 0.0 0.307
K -1.642 -0.308 5.089 -1.2 -4.3 2.9 1.016
Mg 0.064 7.315 -2.776 -0.1 0.4 -0.2 0.455
Cl 2.279 3.425 -4.170 0.6 -0.1 0.5 -0.164



(2)
16
Properties=species:S:1:pos:R:3:forces:R:3:nbo_charge:R:1 method="wB97M-V/def2-TZVPD" gap_ha="0.112 / 0.111" largest_force_ev_per_a=3.6 lumo_ha="-0.1462 / -0.1465" energy_ha=-3060.5120 multiplicity=1 e_above_lowest_kcal_mol=95.8 homo_energy_ev="-7.0 / -7.0"
C -0.219 1.125 0.979 0.6 -1.0 0.8 -0.306
C 1.102 0.771 1.439 -0.1 -0.4 -2.2 0.164
C -0.515 0.466 -0.128 0.1 -0.4 -0.5 0.225
C 1.061 -0.170 -0.546 1.2 2.0 -0.5 -0.327
C 1.574 -1.350 -1.197 -2.7 -1.8 -1.2 1.073
C -1.746 0.064 -0.867 1.4 3.3 -0.3 -0.669
N 1.807 0.099 0.621 1.4 -0.8 0.9 -0.431
F 1.893 -2.503 -0.715 0.1 1.9 -0.2 -0.196
F 1.431 -1.429 -2.499 0.6 0.1 1.5 -0.235
Br -2.540 -0.275 3.070 0.3 0.2 -0.3 -0.879
H -0.687 1.610 1.825 -1.8 0.2 -0.7 0.319
H 1.454 1.061 2.366 0.9 0.5 1.8 0.213
H 1.425 0.601 -1.311 -0.8 -0.5 0.6 0.300
H -1.569 -0.882 -1.196 0.1 -2.7 -1.3 0.219
H -1.971 0.776 -1.702 0.1 -0.7 0.7 0.237
H -2.500 0.036 -0.138 -1.4 0.1 1.0 0.294



(3)
60
Properties=species:S:1:pos:R:3:forces:R:3:nbo_charge:R:1 method="wB97M-V/def2-TZVPD" gap_ha=0.347 largest_force_ev_per_a=0.6 lumo_ha=0.0268 energy_ha=-1193.7301 multiplicity=1 e_above_lowest_kcal_mol=42.6 homo_energy_ev=-8.7
C 3.635 4.021 0.431 0.1 -0.3 0.0 -0.611
C 3.839 2.602 0.957 -0.1 -0.1 0.0 -0.203
C 3.544 2.524 2.453 0.1 0.0 -0.2 -0.619
C 3.016 1.572 0.169 0.1 0.2 0.0 -0.414
C 1.496 1.803 0.223 0.0 0.2 -0.4 -0.073
C 0.907 2.115 -1.160 -0.1 0.4 0.4 -0.068
O 1.273 1.110 -2.083 0.0 -0.2 -0.1 -0.521
C 0.775 1.166 -3.350 0.0 -0.1 -0.2 0.301
C 1.118 0.098 -4.180 0.0 0.1 0.2 -0.263
C 0.669 0.055 -5.483 0.0 0.0 0.0 -0.188
C -0.130 1.073 -5.981 -0.1 0.1 -0.1 -0.246
C -0.471 2.132 -5.160 0.0 -0.1 -0.1 -0.201
C -0.025 2.187 -3.849 0.1 0.1 0.4 -0.268
N 0.792 0.709 0.871 0.1 0.2 -0.1 -0.453
C 0.841 -0.608 0.277 -0.2 -0.3 -0.2 -0.240
C -0.507 -1.083 -0.277 0.3 -0.1 0.0 -0.212
N -1.325 -1.688 0.753 -0.1 0.0 -0.1 -0.449
C -2.433 -2.452 0.201 0.1 0.0 -0.1 -0.253
C -3.057 -3.337 1.247 -0.1 0.0 0.0 0.061
C -2.243 -4.090 2.085 0.0 0.0 0.0 -0.240
C -2.797 -4.915 3.046 0.1 -0.1 0.0 -0.203
C -4.174 -5.002 3.177 -0.1 0.0 0.1 -0.218
C -4.991 -4.258 2.344 -0.1 -0.1 0.1 -0.204
C -4.435 -3.427 1.387 0.1 0.0 -0.1 -0.245
C -1.794 -0.721 1.729 0.1 -0.1 0.2 -0.223
C -0.665 -0.184 2.611 -0.2 0.2 0.0 -0.500
C 0.073 0.981 1.985 -0.1 -0.2 0.3 0.692
O 0.014 2.101 2.463 -0.2 0.3 0.2 -0.645
H 2.625 4.372 0.630 -0.2 0.1 0.0 0.201
H 4.328 4.703 0.917 0.0 0.1 0.0 0.213
H 3.812 4.061 -0.642 0.0 0.1 -0.1 0.204
H 4.894 2.340 0.806 -0.1 0.0 0.0 0.197
H 3.777 1.533 2.835 0.0 -0.1 0.1 0.203
H 4.147 3.249 2.993 0.1 0.1 0.1 0.207
H 2.497 2.730 2.661 -0.2 0.0 0.1 0.224
H 3.239 0.583 0.575 0.0 -0.1 -0.1 0.212
H 3.342 1.577 -0.873 0.1 -0.1 0.0 0.214
H 1.274 2.672 0.850 0.0 -0.1 -0.2 0.263
H -0.186 2.180 -1.079 0.1 0.0 0.0 0.185
H 1.293 3.088 -1.493 0.0 -0.1 0.0 0.184
H 1.741 -0.686 -3.777 0.1 -0.1 0.0 0.220
H 0.942 -0.777 -6.115 0.0 -0.1 0.0 0.214
H -0.482 1.040 -7.000 0.0 0.0 -0.1 0.214
H -1.091 2.931 -5.538 0.0 0.1 0.0 0.213
H -0.304 3.028 -3.233 0.0 0.0 0.1 0.214
H 1.554 -0.561 -0.544 0.0 -0.1 0.1 0.238
H 1.192 -1.346 1.006 0.0 0.0 -0.1 0.205
H -0.309 -1.843 -1.037 0.0 0.0 0.0 0.204
H -1.018 -0.237 -0.771 0.0 0.0 0.0 0.168
H -2.033 -3.088 -0.597 0.0 0.1 0.0 0.209
H -3.203 -1.799 -0.247 0.0 -0.1 0.0 0.171
H -1.172 -4.011 1.978 0.1 0.0 0.0 0.223
H -2.156 -5.493 3.695 0.1 0.0 0.0 0.212
H -4.608 -5.648 3.926 0.0 0.0 0.1 0.213
H -6.065 -4.321 2.442 -0.1 0.0 0.0 0.213
H -5.077 -2.844 0.742 0.0 0.1 -0.1 0.210
H -2.515 -1.235 2.369 0.0 0.1 0.0 0.219
H -2.316 0.126 1.244 0.0 -0.1 0.0 0.171
H 0.024 -0.997 2.844 0.0 -0.1 0.0 0.225
H -1.090 0.189 3.544 0.1 0.0 -0.1 0.242